(1)
DFT (the ωB97M-V functional and the def2-TZVPD basis) results for C23H21N6O2PtS3 as an isolated structure in a non-equilibrium geometry.

XYZ file:
```
56
Properties=species:S:1:pos:R:3:forces:R:3
Pt 0.140 -0.005 -0.571 1.34 0.22 0.03
O -2.766 -1.565 2.112 -0.01 -0.37 0.09
S -2.043 -1.711 0.881 0.52 0.22 0.13
O -2.477 -0.891 -0.225 -0.46 -0.66 -0.08
N -0.443 -1.312 1.060 -1.34 0.49 -2.12
C 0.185 -1.135 2.238 0.55 -0.08 1.72
C -0.221 -1.651 3.467 0.17 0.15 -0.72
C 0.556 -1.465 4.609 0.58 0.26 0.20
C 1.745 -0.776 4.573 -0.21 -0.13 0.11
C 2.187 -0.200 3.365 -0.23 -0.08 -0.25
C 3.371 0.557 3.246 -0.11 0.06 -0.29
C 3.684 1.137 2.042 0.01 -0.08 0.24
C 2.813 0.967 0.961 -0.08 -0.03 -0.05
N 1.717 0.244 1.035 -0.25 0.17 -0.65
C 1.392 -0.359 2.197 -0.22 -0.28 0.73
C -1.935 -3.420 0.380 -0.12 0.56 0.18
C -1.746 -3.709 -0.958 -0.06 0.03 -0.17
C -1.573 -5.028 -1.344 0.00 0.10 0.01
C -1.583 -6.034 -0.391 0.02 -0.01 0.02
C -1.771 -5.730 0.949 0.02 0.04 -0.01
C -1.947 -4.413 1.341 -0.08 -0.03 0.17
H -1.150 -2.191 3.525 -0.01 -0.05 0.08
H 0.210 -1.881 5.544 -0.02 -0.04 0.09
H 2.340 -0.646 5.464 0.06 -0.01 0.09
H 4.011 0.684 4.109 0.03 0.01 0.04
H 4.574 1.734 1.915 0.07 0.04 0.01
H 3.017 1.449 0.014 0.00 0.03 -0.04
H -1.756 -2.903 -1.675 0.01 -0.02 -0.14
H -1.433 -5.271 -2.386 0.00 -0.01 -0.10
H -1.446 -7.061 -0.694 0.00 -0.09 -0.02
H -1.782 -6.519 1.684 -0.02 -0.06 0.10
H -2.111 -4.153 2.375 -0.02 -0.03 0.13
N 1.787 0.457 -2.581 0.03 0.09 0.08
N 1.062 0.716 -3.750 0.21 0.00 -0.36
C -0.218 0.290 -3.884 0.14 0.05 0.03
N -0.792 0.476 -5.082 0.27 0.00 0.17
S -1.103 -0.440 -2.659 -0.17 0.06 0.30
H 2.424 1.228 -2.398 -0.16 -0.15 -0.06
H 2.311 -0.419 -2.623 -0.16 0.19 -0.19
H 1.581 0.967 -4.589 -0.13 -0.13 0.29
H -0.332 0.933 -5.853 -0.03 -0.05 0.05
H -1.757 0.208 -5.175 -0.02 0.03 -0.09
S -2.273 3.634 1.020 0.20 -0.04 -0.27
C -1.621 2.100 0.609 -0.24 0.44 0.13
N -0.719 2.097 -0.320 -0.01 -1.26 0.37
C -0.483 3.353 -0.812 -0.10 0.93 -0.07
C 0.389 3.697 -1.842 -0.03 -0.03 0.08
C 0.484 5.016 -2.226 0.03 -0.07 -0.04
C -0.277 6.004 -1.600 -0.10 0.05 0.11
C -1.154 5.685 -0.583 0.01 0.09 -0.03
C -1.253 4.357 -0.192 0.07 -0.50 0.00
H -1.974 1.200 1.082 -0.05 -0.11 0.13
H 0.956 2.922 -2.327 0.10 -0.10 -0.14
H 1.145 5.296 -3.031 0.10 0.00 -0.07
H -0.183 7.031 -1.918 -0.01 0.06 -0.03
H -1.756 6.446 -0.113 -0.04 0.10 0.07
```
Forces are in eV/Å.

Calculated values
Frontier orbital gap (spin up / spin down), eV: 7.4 / 6.3
Max |F|, Eh/bohr: 0.0497
Multiplicity: 3
ΔE to the lowest compared entry with this formula, charge and spin, kcal per mole: 26.60
Net charge: +1
E_HOMO (spin up / spin down), eV: -10.0 / -10.1
Electronic energy, eV: -72973.6030
LUMO (spin up / spin down), eV: -2.61 / -3.82

Here are the Löwdin charges for atoms 1 to 4, given in e:
1. Pt 0.9938
2. O -0.2815
3. S 0.6071
4. O -0.4348

(2)
DFT (the ωB97M-V functional and the def2-TZVPD basis) results for a single C4H3N3O2 molecule in a non-equilibrium geometry.

XYZ file:
```
12
Properties=species:S:1:pos:R:3:forces:R:3
O -1.684 -2.804 -0.736 -0.35 -0.10 -0.13
C -1.238 -1.754 -0.447 1.14 1.52 1.00
N -1.697 -0.651 0.384 -1.38 -1.48 -0.78
C -0.488 0.061 0.270 2.11 0.08 -0.77
C 0.102 -0.922 -0.579 -0.10 0.40 0.00
N 1.312 -0.674 -1.031 -1.01 1.01 1.38
N 1.552 0.543 -0.369 -0.36 -0.83 -0.51
C 0.466 1.055 0.355 -1.36 -2.24 -0.61
O 0.457 2.248 0.961 0.90 0.26 -0.05
H -2.500 -0.699 0.989 0.28 0.43 0.23
H 2.349 1.032 -0.702 0.42 0.55 -0.06
H 1.370 2.565 0.906 -0.29 0.39 0.32
```
Forces are in eV/Å.

Calculated values
Frontier orbital gap, eV: 8.6
Structure (SMILES): O=C1Nc2c1n[nH]c2O
Max |F|, Eh/bohr: 0.0524
ΔE to the lowest compared entry with this formula, charge and spin, kcal per mole: 50.53
Net charge: 0
E_HOMO, eV: -8.3
Electronic energy, eV: -12758.5958
LUMO, eV: 0.31

Here are the Löwdin charges for atoms 1 to 4, given in e:
1. O 0.1447
2. C -0.3259
3. N 0.1249
4. C -0.1307

Question: Number 2 is which compound?
Answer: C4H3N3O2

Question: Which value of electronic energy does entry 2 give?
Answer: -12758.5958 eV

Question: Which value of max |F| does entry 1 give?
Answer: 0.0497 Eh/bohr